One molecule with the formula C3H7N3O2 in a non-equilibrium geometry. Source: the Open Molecules 2025 dataset; level of theory: ωB97M-V with the def2-TZVPD basis set.

```
15
Properties=species:S:1:pos:R:3:forces:R:3:mulliken_charge:R:1
O -1.126 0.542 -2.598 -0.484 0.141 0.017 -0.658
O -0.178 0.553 1.761 0.176 0.113 -0.149 -0.600
N 0.801 -1.332 2.459 0.432 -0.363 -0.198 -0.403
N -0.255 1.728 -0.886 0.263 1.027 0.100 -0.296
N -0.257 -0.627 -0.880 0.042 0.561 0.119 -0.262
C 0.828 -0.811 0.069 0.160 -0.688 -0.541 -0.633
C 0.470 -0.438 1.488 -0.801 0.251 0.631 0.603
C -0.594 0.578 -1.504 0.848 -0.642 -0.194 0.440
H 1.485 -2.059 2.324 -0.197 0.016 -0.099 0.194
H 0.434 1.858 -0.159 -0.497 -0.578 0.112 0.185
H -0.309 -1.338 -1.592 -0.065 -0.198 0.110 0.242
H 1.000 -1.885 0.054 0.212 -0.110 0.059 0.401
H 0.489 -1.154 3.397 0.078 0.225 0.055 0.241
H 1.778 -0.359 -0.247 -0.120 0.277 0.127 0.297
H -0.463 2.556 -1.414 -0.048 -0.033 -0.147 0.249
```
Positions in Å, forces in eV/Å.

The calculation puts the strongest force on any atom at 1.08 eV Å⁻¹. The calculation puts the molar mass at 117.11 g mol⁻¹. The relative energy (zero: lowest compared OMol25 entry of this formula, charge and spin) comes out at 37.0 kJ/mol. As for the HOMO-LUMO gap: 0.3710 hartree. The value obtained for the LUMO energy is 0.548 eV.